No. 1
{
  "formula": "C9H14O",
  "method": "the ωB97M-V functional and the def2-TZVPD basis",
  "multiplicity": 2,
  "e_lumo_ev": [3.70, 3.65],
  "homo_lumo_gap_ha": [0.0995, 0.2667],
  "total_charge": -1,
  "fmax_ha_per_bohr": 0.0465,
  "homo_ev": [0.99, -3.61],
  "s2": 0.759,
  "elements": ["O", "C", "C", "C", "C", "C", "C", "C", "C", "C", "H", "H", "H", "H", "H", "H", "H", "H", "H", "H", "H", "H", "H", "H"],
  "coordinates": [[2.5997, 1.6709, 2.1637], [1.9253, 1.4277, 1.0118], [1.7323, 2.4278, 0.0463], [1.4418, 0.1596, 0.7649], [-1.8570, -2.0760, 1.8486], [0.5168, 0.8657, -1.3312], [0.6939, -0.1414, -0.3863], [1.0346, 2.1392, -1.1165], [-2.2751, -2.3210, 0.4064], [-0.2419, 0.5772, -2.6069], [-1.9534, -3.3244, 0.1249], [0.2529, 1.0170, -3.4769], [1.4946, -0.5720, 1.5762], [-1.6731, -1.7272, -0.2877], [0.8487, 2.8719, -1.8875], [0.3357, -1.1456, -0.5869], [-3.3031, -2.1449, 0.1015], [-1.1769, -1.2349, 1.9688], [3.2720, 2.3632, 1.9634], [-1.2557, 0.9821, -2.6387], [-0.3583, -0.4981, -2.7651], [-1.3408, -2.9217, 2.2972], [2.0086, 3.4290, 0.3388], [-2.7215, -1.8240, 2.4711]]
}

=====

No. 2
{
  "formula": "C9H14O",
  "method": "the ωB97M-V functional and the def2-TZVPD basis",
  "multiplicity": 2,
  "e_lumo_ev": [3.78, 3.73],
  "homo_lumo_gap_ha": [0.1128, 0.2550],
  "total_charge": -1,
  "fmax_ha_per_bohr": 0.0338,
  "homo_ev": [0.71, -3.21],
  "s2": 0.762,
  "elements": ["O", "C", "C", "C", "C", "C", "C", "C", "C", "C", "H", "H", "H", "H", "H", "H", "H", "H", "H", "H", "H", "H", "H", "H"],
  "coordinates": [[-1.8989, 2.3350, 2.0784], [-1.4461, -0.8258, -0.6499], [-1.7325, 1.2574, 1.2119], [2.9955, 1.0568, -0.0140], [-1.4535, 0.4783, -1.0586], [3.1207, -0.4418, -0.2897], [-1.6668, -1.1287, 0.7293], [-1.7393, -0.0332, 1.6675], [-1.5639, 1.5713, -0.1446], [-1.2568, -2.0076, -1.5749], [-1.3785, -2.0958, 1.0958], [-1.4593, 2.6160, -0.3960], [-1.8385, -0.1939, 2.7426], [3.0485, -0.6887, -1.3406], [-1.7323, -1.8068, -2.5394], [2.4034, -1.0469, 0.2523], [3.4165, 1.2786, 0.9684], [-1.3204, 0.6940, -2.1152], [4.1120, -0.7964, 0.0114], [1.9178, 1.2388, 0.1042], [-1.8126, -2.8773, -1.2148], [-0.1889, -2.2461, -1.7157], [3.3884, 1.6950, -0.7933], [-1.9144, 1.9681, 2.9850]]
}

=====

No. 3
{
  "formula": "C9H14O",
  "method": "the ωB97M-V functional and the def2-TZVPD basis",
  "multiplicity": 1,
  "smiles": "Cc1ccc(O)cc1.CC",
  "e_lumo_ev": 0.84,
  "homo_lumo_gap_ha": 0.3504,
  "total_charge": 0,
  "fmax_ha_per_bohr": 0.0594,
  "homo_ev": -8.69,
  "elements": ["O", "C", "C", "C", "C", "C", "C", "C", "C", "C", "H", "H", "H", "H", "H", "H", "H", "H", "H", "H", "H", "H", "H", "H"],
  "coordinates": [[-2.0066, 2.2234, -0.4718], [-1.2948, -0.5142, 1.8859], [-1.7866, 0.6688, 1.3008], [-0.4904, -1.3549, 1.1408], [3.1294, 1.1966, -1.9324], [-1.3189, 1.1431, 0.0908], [-0.4539, 0.3082, -0.6254], [-0.0326, -2.6489, 1.7278], [2.8431, -0.2882, -2.0510], [-0.1200, -0.8956, -0.0948], [0.5558, -3.3162, 1.0675], [-0.9844, -3.3461, 1.8004], [-1.5618, -0.6995, 2.9138], [2.6532, -0.6775, -1.0668], [4.1488, 1.4994, -2.1970], [2.4825, 1.7288, -2.7118], [2.1599, -0.4794, -2.8708], [-2.5330, 1.2627, 1.7904], [0.0108, 0.5151, -1.6616], [-1.3600, 2.8457, -0.8198], [0.6404, -2.5206, 2.5750], [0.4034, -1.4937, -0.8852], [2.7939, 1.6167, -0.9922], [3.7847, -0.8475, -2.2712]]
}

=====

No. 4
{
  "formula": "C9H14O",
  "method": "the ωB97M-V functional and the def2-TZVPD basis",
  "multiplicity": 1,
  "smiles": "Cc1ccc(O)cc1.CC",
  "e_lumo_ev": 0.84,
  "homo_lumo_gap_ha": 0.3385,
  "total_charge": 0,
  "fmax_ha_per_bohr": 0.0383,
  "homo_ev": -8.37,
  "elements": ["O", "C", "C", "C", "C", "C", "C", "C", "C", "C", "H", "H", "H", "H", "H", "H", "H", "H", "H", "H", "H", "H", "H", "H"],
  "coordinates": [[-0.8397, 2.5148, 1.2546], [-1.4043, -1.0992, -3.0203], [-1.3163, 0.2759, 0.5007], [-0.5913, 1.1314, -2.0747], [-1.4670, -0.5685, -0.6126], [-0.5389, 2.0067, -1.0071], [1.6597, -0.5318, 1.7738], [-1.1416, -0.1263, -1.8921], [-0.9263, 1.5744, 0.2609], [2.7951, -1.0871, 2.6307], [-0.3637, 1.4111, -3.0968], [-1.9037, -1.5463, -0.4637], [-1.1167, 2.1497, 2.0933], [-1.4437, -0.1346, 1.4873], [0.7681, -1.1254, 1.9804], [-0.9417, -2.0789, -3.0312], [3.7507, -0.5711, 2.4856], [-1.2305, -0.5378, -3.9471], [1.9230, -0.8104, 0.7523], [2.9651, -2.1487, 2.4507], [-0.2806, 3.0576, -1.0439], [2.6588, -0.9773, 3.7090], [-2.4799, -1.3018, -3.1154], [1.4655, 0.5235, 1.9260]]
}

=====

No. 5
{
  "formula": "C9H14O",
  "method": "the ωB97M-V functional and the def2-TZVPD basis",
  "multiplicity": 1,
  "smiles": "Cc1ccc(O)cc1.CC",
  "e_lumo_ev": 0.83,
  "homo_lumo_gap_ha": 0.3418,
  "total_charge": 0,
  "fmax_ha_per_bohr": 0.0269,
  "homo_ev": -8.47,
  "elements": ["O", "C", "C", "C", "C", "C", "C", "C", "C", "C", "H", "H", "H", "H", "H", "H", "H", "H", "H", "H", "H", "H", "H", "H"],
  "coordinates": [[-0.9355, -3.0091, -1.0490], [1.7716, -0.4674, 0.8628], [-0.3819, -1.6345, 0.7982], [2.1096, -1.0499, -0.3486], [2.7335, 0.4225, 1.6117], [-0.0192, -2.1765, -0.4431], [0.5329, -0.8042, 1.4060], [1.2062, -1.8873, -0.9999], [-2.8306, 2.1085, -0.1489], [-1.8330, 2.1599, -1.3052], [-3.8334, 2.2420, -0.5190], [2.4121, 0.5504, 2.6370], [0.2272, -0.2029, 2.2517], [-1.1570, 3.0259, -1.2702], [-2.3827, 2.2720, -2.2362], [-0.7705, -3.0345, -2.0068], [-2.6362, 2.8291, 0.6442], [-2.8205, 1.1237, 0.3359], [-1.3969, -1.8065, 1.1237], [-1.1940, 1.3037, -1.5090], [3.6754, -0.1123, 1.7321], [3.0470, -0.8516, -0.8446], [1.5580, -2.4043, -1.8834], [2.9180, 1.4031, 1.1608]]
}

=====

No. 6
{
  "formula": "C9H14O",
  "method": "the ωB97M-V functional and the def2-TZVPD basis",
  "multiplicity": 1,
  "smiles": "Cc1ccc(O)cc1.CC",
  "e_lumo_ev": 0.91,
  "homo_lumo_gap_ha": 0.3451,
  "total_charge": 0,
  "fmax_ha_per_bohr": 0.0220,
  "homo_ev": -8.48,
  "elements": ["O", "C", "C", "C", "C", "C", "C", "C", "C", "C", "H", "H", "H", "H", "H", "H", "H", "H", "H", "H", "H", "H", "H", "H"],
  "coordinates": [[0.4217, -3.3437, 1.7372], [-1.9013, -0.2114, 0.3119], [-2.4402, -1.1241, 1.2133], [-1.6845, -2.1561, 1.7505], [2.5405, 2.4358, -1.0992], [2.9716, 1.1991, -1.8665], [-0.5532, -0.3121, 0.0037], [-2.7150, 0.9693, -0.1654], [-0.3633, -2.2738, 1.3473], [0.2153, -1.3803, 0.4646], [-0.1147, 0.4273, -0.6599], [1.2827, -1.4069, 0.2813], [-2.8289, 1.7643, 0.5712], [0.1402, -3.7098, 2.5801], [3.8578, 0.7793, -1.3977], [-2.1800, -2.8636, 2.3967], [-3.7143, 0.6554, -0.4703], [-2.2611, 1.3536, -1.0776], [2.3538, 2.1949, -0.0533], [-3.4819, -0.9666, 1.4579], [3.3292, 3.1962, -1.0592], [1.6149, 2.8882, -1.4560], [2.1953, 0.4356, -1.9399], [3.3152, 1.4495, -2.8707]]
}

=====

No. 7
{
  "formula": "C9H14O",
  "method": "the ωB97M-V functional and the def2-TZVPD basis",
  "multiplicity": 1,
  "smiles": "Cc1ccc(O)cc1.CC",
  "e_lumo_ev": 0.92,
  "homo_lumo_gap_ha": 0.3427,
  "total_charge": 0,
  "fmax_ha_per_bohr": 0.0323,
  "homo_ev": -8.40,
  "elements": ["O", "C", "C", "C", "C", "C", "C", "C", "C", "C", "H", "H", "H", "H", "H", "H", "H", "H", "H", "H", "H", "H", "H", "H"],
  "coordinates": [[-2.1048, -1.8978, -0.9387], [-1.0327, 1.9478, 0.1755], [-1.0552, -0.4395, 0.6149], [-1.8132, -0.6048, -0.5516], [-2.1138, 0.4521, -1.3967], [2.0369, -2.2292, -0.2825], [-0.5146, 3.3355, 0.5618], [3.0564, -2.0232, 0.8523], [-1.8418, 1.7414, -0.9192], [-0.6607, 0.8366, 0.9485], [-1.3503, 3.9823, 0.8145], [-0.0855, 1.0318, 1.8408], [-2.6972, -1.8323, -1.6790], [1.0934, -1.8338, 0.0680], [-2.5894, 0.3003, -2.3561], [-2.1424, 2.6163, -1.4828], [2.5935, -2.2293, 1.8187], [3.5518, -1.0661, 0.7410], [3.8570, -2.7681, 0.8685], [2.0614, -3.2031, -0.7703], [-0.8315, -1.3411, 1.1649], [0.0526, 3.6694, -0.3075], [2.3547, -1.6738, -1.1781], [0.1754, 3.2286, 1.3931]]
}

=====

No. 8
{
  "formula": "C9H14O",
  "method": "the ωB97M-V functional and the def2-TZVPD basis",
  "multiplicity": 1,
  "smiles": "Cc1ccccc1.CCO",
  "e_lumo_ev": 0.90,
  "homo_lumo_gap_ha": 0.3714,
  "total_charge": 0,
  "fmax_ha_per_bohr": 0.0406,
  "homo_ev": -9.21,
  "elements": ["O", "C", "C", "C", "C", "C", "C", "C", "C", "C", "H", "H", "H", "H", "H", "H", "H", "H", "H", "H", "H", "H", "H", "H"],
  "coordinates": [[1.2519, -2.0250, -2.2871], [0.6535, 2.3434, -0.8506], [-0.0332, 0.7222, 1.3000], [0.4691, -3.1003, -0.1486], [-0.5145, 2.5721, -0.1204], [0.1920, -2.6274, -1.5967], [1.4711, 1.2904, -0.4499], [-2.1690, 1.8503, 1.7018], [1.1532, 0.4676, 0.6352], [-0.8737, 1.7926, 0.9675], [-2.8377, 1.0109, 1.5286], [1.8248, -0.3232, 0.9293], [-0.2644, 0.1139, 2.1648], [-0.1448, -2.5366, 0.5498], [-0.1217, -3.4370, -2.2566], [-2.7338, 2.7722, 1.5013], [0.2504, -4.1557, -0.0118], [-2.1151, 1.9529, 2.7916], [-0.6836, -1.9503, -1.5714], [1.5257, -2.8771, 0.0125], [1.6852, -1.3131, -1.7967], [0.7886, 2.8608, -1.7885], [2.4562, 1.2256, -0.9022], [-1.2303, 3.3707, -0.3019]]
}

=====

No. 9
{
  "formula": "C9H14O",
  "method": "the ωB97M-V functional and the def2-TZVPD basis",
  "multiplicity": 1,
  "smiles": "Cc1ccc(O)cc1.CC",
  "e_lumo_ev": 0.84,
  "homo_lumo_gap_ha": 0.3490,
  "total_charge": 0,
  "fmax_ha_per_bohr": 0.0909,
  "homo_ev": -8.65,
  "elements": ["O", "C", "C", "C", "C", "C", "C", "C", "C", "C", "H", "H", "H", "H", "H", "H", "H", "H", "H", "H", "H", "H", "H", "H"],
  "coordinates": [[1.6422, -0.9545, -3.5812], [1.2743, 0.5475, 2.0141], [-0.9781, -1.1651, -0.8831], [0.8040, -0.6356, -2.4123], [0.2792, -0.2200, 2.7989], [-1.0959, 0.2396, -0.5490], [-2.1073, 0.5854, 0.5144], [0.7866, 0.6829, -2.0255], [-0.1874, 1.1212, -1.1014], [-0.1600, -1.5530, -1.9939], [-0.3657, 2.2353, -1.0261], [0.2060, 0.1250, 3.8900], [2.4447, -0.3076, -3.4307], [0.9985, 1.6401, 1.8942], [-0.1476, -2.5903, -2.2496], [1.4338, 1.4203, -2.4524], [-2.3359, -0.3220, 1.2201], [-2.9691, 1.1650, 0.1898], [0.4604, -1.2784, 2.9240], [-1.5373, -1.9893, -0.5988], [1.5024, -0.0700, 0.9153], [2.2838, 0.3725, 2.3535], [-0.6985, -0.1506, 2.3400], [-1.5331, 1.1017, 1.2498]]
}

=====

Looking at total energy for the records above, in order, we have -11605.9839, -11606.1337, -11606.2876, -11607.1807, -11607.2026, -11607.3988, -11606.9947, -11606.8345, -11605.4048 eV.
Looking at energy relative to the best compared isomer or geometry (same formula, charge and spin) for the records above, in order, we have 0.334, 0.185, 1.349, 0.456, 0.434, 0.238, 0.642, 0.802, 2.232 eV.